102
Properties=species:S:1:pos:R:3 method="wB97M-V/def2-TZVPD" e_lumo_ev=2.27 spin_multiplicity=1 total_charge=-1 gap_ev=7.77 e_tot_ev=-102531.462
C 1.680 2.388 -2.791
Si 2.603 0.710 -2.994
C 4.472 0.956 -2.548
C 2.348 0.116 -4.847
S 1.835 -0.894 -1.751
O 2.208 -2.222 -2.449
O 0.262 -0.776 -1.799
N 2.273 -0.786 -0.065
S 3.252 -2.131 0.463
O 2.570 -3.533 0.266
O 4.621 -2.009 -0.275
C 3.569 -2.018 2.345
C 5.108 -1.589 2.714
C 5.245 -0.802 4.169
F 4.136 -1.092 5.110
H 2.263 3.194 -3.451
H 0.575 2.378 -3.242
H 1.726 2.786 -1.690
H 4.968 1.666 -3.363
H 5.025 -0.082 -2.478
H 4.519 1.500 -1.510
H 1.254 -0.357 -4.872
H 3.078 -0.808 -5.023
H 2.487 0.977 -5.627
H 3.388 -3.099 2.817
H 2.750 -1.324 2.862
H 5.596 -0.892 1.897
H 5.734 -2.594 2.803
H 6.236 -1.208 4.691
H 5.422 0.356 3.988
F 0.742 -0.589 2.447
C -0.266 -1.465 2.338
C -0.402 -2.211 1.173
C -1.448 -3.127 1.061
C -2.354 -3.279 2.113
C -2.213 -2.522 3.277
C -1.160 -1.615 3.393
H 0.307 -2.073 0.362
H -1.558 -3.720 0.157
H -3.173 -3.990 2.024
H -2.921 -2.639 4.094
H -1.030 -1.025 4.294
F -2.384 -5.893 8.864
C -1.499 -5.064 8.294
C -1.421 -4.995 6.907
C -0.503 -4.129 6.314
C 0.335 -3.349 7.114
C 0.253 -3.429 8.505
C -0.673 -4.287 9.098
H -2.074 -5.615 6.302
H -0.440 -4.061 5.230
H 1.054 -2.676 6.651
H 0.909 -2.824 9.126
H -0.757 -4.356 10.178
F -2.907 1.381 -4.032
C -3.404 0.233 -3.553
C -4.780 0.085 -3.423
C -5.299 -1.112 -2.929
C -4.433 -2.145 -2.560
C -3.053 -1.985 -2.689
C -2.535 -0.792 -3.194
H -5.437 0.901 -3.707
H -6.374 -1.241 -2.831
H -4.838 -3.076 -2.170
H -2.381 -2.788 -2.397
H -1.465 -0.654 -3.309
F -4.262 -3.430 6.002
C -4.332 -2.315 6.741
C -5.298 -1.358 6.448
C -5.373 -0.200 7.221
C -4.474 -0.005 8.272
C -3.505 -0.969 8.556
C -3.437 -2.132 7.790
H -5.982 -1.523 5.622
H -6.130 0.550 7.005
H -4.531 0.901 8.872
H -2.804 -0.813 9.372
H -2.695 -2.896 8.001
F 1.180 5.260 -4.819
C -0.089 5.664 -4.673
C -1.083 5.094 -5.461
C -2.405 5.511 -5.305
C -2.717 6.501 -4.371
C -1.711 7.071 -3.589
C -0.391 6.646 -3.737
H -0.821 4.332 -6.187
H -3.191 5.066 -5.911
H -3.747 6.829 -4.253
H -1.955 7.845 -2.865
H 0.402 7.071 -3.131
F 1.360 1.882 -7.308
C 2.245 2.710 -7.878
C 2.323 2.780 -9.264
C 3.241 3.646 -9.858
C 4.079 4.426 -9.057
C 3.997 4.346 -7.667
C 3.071 3.487 -7.073
H 1.670 2.160 -9.870
H 3.304 3.713 -10.941
H 4.798 5.098 -9.521
H 4.653 4.951 -7.046
H 2.987 3.419 -5.994

=====

93
Properties=species:S:1:pos:R:3 method="wB97M-V/def2-TZVPD" e_lumo_ev="-5.77 / -5.83" spin_multiplicity=2 total_charge=+2 gap_ev="7.83 / 8.03" e_tot_ev=-98641.077
Mn -0.086 0.004 1.003
C 6.432 2.299 -0.118
C 6.138 0.888 0.392
C 6.728 -0.133 -0.594
C 6.788 0.710 1.773
C 4.645 0.628 0.527
C 4.177 -0.616 0.953
C 2.826 -0.838 1.084
N 1.906 0.100 0.815
C 2.335 1.292 0.364
C 3.678 1.583 0.223
C 1.255 2.220 -0.056
C 1.480 3.540 -0.399
C 0.441 4.335 -0.878
C -0.809 3.718 -0.995
C -0.973 2.410 -0.609
N 0.032 1.662 -0.127
C 0.621 5.800 -1.240
C 0.023 6.064 -2.629
C -0.132 6.632 -0.186
C 2.094 6.213 -1.245
H 7.510 2.434 -0.191
H 6.054 3.066 0.562
H 6.015 2.469 -1.114
H 7.794 0.059 -0.715
H 6.256 -0.055 -1.575
H 6.616 -1.158 -0.238
H 7.860 0.891 1.694
H 6.651 -0.300 2.162
H 6.378 1.417 2.497
H 4.862 -1.420 1.183
H 2.456 -1.798 1.413
H 3.976 2.548 -0.152
H 2.472 3.951 -0.298
H -1.664 4.256 -1.382
H -1.935 1.922 -0.687
H -1.060 5.933 -2.645
H 0.462 5.409 -3.384
H 0.228 7.095 -2.918
H -1.194 6.380 -0.161
H -0.045 7.691 -0.430
H 0.285 6.478 0.811
H 2.680 5.618 -1.949
H 2.545 6.137 -0.253
H 2.171 7.255 -1.552
N -2.220 -2.070 0.814
P -2.465 -0.398 0.889
C -4.178 -0.054 0.514
C -5.117 0.136 1.527
C -6.445 0.355 1.194
C -6.832 0.386 -0.140
C -5.896 0.203 -1.151
C -4.566 -0.011 -0.828
C -2.160 0.129 2.598
C -2.093 1.507 2.862
C -1.714 1.961 4.114
C -1.376 1.050 5.112
C -1.421 -0.311 4.856
C -1.810 -0.774 3.604
P -0.552 -2.294 0.631
C -0.026 -3.375 1.980
C -0.376 -4.728 1.981
C -0.051 -5.530 3.063
C 0.627 -4.990 4.151
C 0.974 -3.648 4.163
C 0.643 -2.842 3.081
C -0.277 -3.223 -0.880
C -1.146 -3.061 -1.958
C -0.904 -3.732 -3.147
C 0.211 -4.551 -3.267
C 1.085 -4.704 -2.200
C 0.844 -4.043 -1.005
H -2.933 -2.788 0.851
H -4.815 0.111 2.567
H -7.178 0.500 1.975
H -7.870 0.557 -0.393
H -6.204 0.233 -2.188
H -3.832 -0.146 -1.616
H -2.365 2.222 2.093
H -1.686 3.023 4.317
H -1.080 1.408 6.090
H -1.167 -1.020 5.634
H -1.864 -1.839 3.414
H -0.888 -5.159 1.128
H -0.321 -6.577 3.058
H 0.882 -5.621 4.992
H 1.497 -3.228 5.013
H 0.892 -1.790 3.117
H -2.019 -2.427 -1.866
H -1.586 -3.620 -3.979
H 0.396 -5.076 -4.195
H 1.949 -5.348 -2.294
H 1.519 -4.183 -0.169

=====

99
Properties=species:S:1:pos:R:3 method="wB97M-V/def2-TZVPD" e_lumo_ev="-3.40 / -3.40" spin_multiplicity=1 total_charge=+1 gap_ev="7.81 / 7.81" e_tot_ev=-177099.037 e_above_lowest_kj_mol=0.0
V 0.011 0.286 -0.212
C -0.494 -2.405 1.994
P 0.864 -1.436 1.262
C 1.597 -0.566 2.711
N 2.417 -1.214 3.498
C 2.954 -0.544 4.545
C 3.859 -1.204 5.410
C 4.406 -0.521 6.455
C 4.081 0.841 6.684
C 3.212 1.499 5.866
C 2.627 0.812 4.776
N 1.755 1.460 3.967
C 1.249 0.800 2.958
P 0.022 1.617 1.855
C -1.539 1.370 2.768
C 0.344 3.446 1.874
C 1.805 3.689 1.483
C -0.577 4.043 0.802
C 0.040 4.102 3.223
C 2.086 -2.676 0.629
C 3.388 -1.933 0.319
C 1.482 -3.250 -0.661
C 2.339 -3.822 1.613
H -0.127 -2.989 2.836
H -0.903 -3.066 1.230
H -1.290 -1.740 2.322
H 4.095 -2.241 5.217
H 5.099 -1.018 7.121
H 4.533 1.358 7.520
H 2.950 2.536 6.024
H -1.447 1.715 3.796
H -1.802 0.314 2.763
H -2.336 1.918 2.265
H 2.024 3.302 0.488
H 2.494 3.236 2.196
H 1.989 4.766 1.482
H -0.415 3.583 -0.175
H -0.360 5.108 0.706
H -1.634 3.946 1.060
H 0.738 3.779 3.991
H -0.976 3.901 3.562
H 0.129 5.184 3.103
H 3.218 -1.054 -0.309
H 4.060 -2.601 -0.224
H 3.894 -1.614 1.230
H 1.356 -2.494 -1.434
H 0.513 -3.723 -0.487
H 2.156 -4.023 -1.039
H 2.681 -3.464 2.581
H 3.111 -4.470 1.191
H 1.446 -4.432 1.753
O -1.612 -0.239 -0.295
Si -2.733 -0.514 -1.532
C -2.648 1.033 -2.569
C -3.540 1.238 -3.624
C -3.428 2.346 -4.450
C -2.418 3.274 -4.239
C -1.523 3.096 -3.193
C -1.650 1.985 -2.373
C -2.127 -1.988 -2.484
C -1.403 -1.835 -3.669
C -0.859 -2.935 -4.318
C -1.030 -4.206 -3.789
C -1.752 -4.379 -2.615
C -2.296 -3.278 -1.972
C -4.377 -0.827 -0.743
C -5.333 -1.628 -1.371
C -6.581 -1.827 -0.798
C -6.887 -1.232 0.416
C -5.948 -0.435 1.058
C -4.705 -0.234 0.479
H -4.336 0.523 -3.803
H -4.131 2.488 -5.261
H -2.330 4.138 -4.884
H -0.739 3.822 -3.016
H -0.950 1.906 -1.539
H -1.258 -0.845 -4.088
H -0.308 -2.801 -5.240
H -0.610 -5.065 -4.297
H -1.898 -5.372 -2.209
H -2.872 -3.425 -1.063
H -5.098 -2.110 -2.314
H -7.312 -2.449 -1.297
H -7.859 -1.389 0.865
H -6.189 0.028 2.006
H -3.978 0.393 0.985
Br 3.840 -0.626 -6.608
C 3.621 0.460 -5.087
C 4.351 1.641 -4.965
N 4.246 2.453 -3.920
C 3.407 2.112 -2.949
C 2.638 0.956 -2.992
C 2.742 0.105 -4.088
C 1.695 0.627 -1.914
O 0.894 -0.336 -2.016
O 1.641 1.315 -0.826
H 5.043 1.935 -5.745
H 3.336 2.784 -2.102
H 2.143 -0.794 -4.140

=====

100
Properties=species:S:1:pos:R:3 method="wB97M-V/def2-TZVPD" e_lumo_ev=-10.35 spin_multiplicity=1 total_charge=+3 gap_ev=4.83 e_tot_ev=-110171.370 e_above_lowest_kj_mol=16.4
Pb 0.519 -0.169 -0.044
C -1.701 3.751 0.039
C -0.300 3.739 0.654
P 0.937 2.581 -0.044
C 1.084 2.978 -1.801
C 0.691 4.209 -2.326
C 0.853 4.474 -3.678
C 1.412 3.517 -4.514
C 1.816 2.293 -3.999
C 1.649 2.025 -2.649
C 2.466 3.151 0.744
C 2.805 2.671 2.008
C 3.908 3.176 2.679
C 4.689 4.158 2.082
C 4.363 4.634 0.819
C 3.253 4.135 0.150
C -2.647 2.663 0.539
P -2.319 0.951 -0.046
C -2.574 1.004 -1.843
C -3.249 2.039 -2.490
C -3.409 2.017 -3.868
C -2.908 0.958 -4.613
C -2.250 -0.086 -3.977
C -2.081 -0.059 -2.601
C -3.808 0.131 0.621
C -4.877 -0.246 -0.189
C -6.038 -0.756 0.381
C -6.140 -0.898 1.759
C -5.071 -0.535 2.573
C -3.913 -0.025 2.003
H -1.635 3.721 -1.050
H -2.152 4.714 0.286
H -0.343 3.532 1.727
H 0.158 4.728 0.563
H 0.266 4.974 -1.689
H 0.548 5.431 -4.078
H 1.539 3.728 -5.567
H 2.260 1.551 -4.649
H 1.987 1.070 -2.256
H 2.207 1.892 2.467
H 4.157 2.814 3.668
H 5.549 4.557 2.604
H 4.970 5.399 0.355
H 3.008 4.513 -0.834
H -3.677 2.906 0.266
H -2.634 2.622 1.632
H -3.665 2.866 -1.930
H -3.933 2.825 -4.360
H -3.036 0.944 -5.686
H -1.869 -0.918 -4.554
H -1.581 -0.891 -2.113
H -4.818 -0.125 -1.263
H -6.872 -1.026 -0.254
H -7.055 -1.270 2.201
H -5.150 -0.628 3.648
H -3.095 0.276 2.650
Cl -3.223 -8.904 -0.548
C -2.649 -7.339 -0.445
C -3.481 -6.400 0.203
C -3.087 -5.104 0.329
I -4.267 -3.679 1.156
C -1.728 -4.654 -0.175
O -1.346 -3.532 0.017
C -0.905 -5.685 -0.904
N 0.242 -5.274 -1.401
C 0.991 -6.170 -2.051
C 0.630 -7.502 -2.219
C -0.570 -7.933 -1.694
C -1.372 -7.006 -1.018
H -4.438 -6.737 0.577
H 1.925 -5.803 -2.457
H 1.281 -8.180 -2.752
H -0.884 -8.962 -1.805
C -0.544 1.433 4.052
Sb 0.191 -0.242 2.970
C 1.949 -0.677 4.073
C -1.067 -1.825 3.622
H -0.656 1.151 5.098
H -1.504 1.763 3.662
H 0.173 2.249 3.978
H 1.698 -0.736 5.131
H 2.694 0.100 3.918
H 2.353 -1.632 3.741
H -1.326 -1.674 4.669
H -0.521 -2.761 3.518
H -1.970 -1.866 3.017
C 5.170 -0.522 1.897
P 4.392 -0.308 0.298
C 4.834 -1.731 -0.698
C 5.152 1.123 -0.460
O 2.884 -0.166 0.425
H 6.250 -0.620 1.786
H 4.782 -1.416 2.385
H 4.959 0.351 2.515
H 5.917 -1.848 -0.742
H 4.452 -1.603 -1.711
H 4.397 -2.629 -0.261
H 6.217 0.944 -0.615
H 5.027 1.992 0.187
H 4.682 1.327 -1.423

=====

106
Properties=species:S:1:pos:R:3 method="wB97M-V/def2-TZVPD" e_lumo_ev="2.08 / 2.08" spin_multiplicity=6 total_charge=-1 gap_ev="4.28 / 6.90" e_tot_ev=-82686.654 e_above_lowest_kj_mol=130.9
Ru 0.089 -0.187 -0.469
O 1.304 -0.240 3.631
C 1.194 -0.210 2.400
N 0.078 -0.145 1.686
C -1.123 0.075 2.438
C -2.293 0.391 1.544
C -3.539 0.663 2.107
C -4.605 0.971 1.290
C -4.412 0.991 -0.087
C -3.153 0.706 -0.569
N -2.113 0.415 0.221
C 2.455 -0.229 1.556
C 3.674 -0.539 2.142
C 4.811 -0.535 1.354
C 4.701 -0.201 0.012
C 3.447 0.108 -0.488
N 2.350 0.088 0.264
H -0.994 0.910 3.141
H -1.390 -0.793 3.058
H -3.645 0.645 3.185
H -5.574 1.200 1.715
H -5.213 1.235 -0.771
H -2.952 0.711 -1.634
H 3.688 -0.766 3.198
H 5.776 -0.783 1.780
H 5.565 -0.177 -0.637
H 3.307 0.393 -1.524
O -0.091 2.758 -0.793
C -1.182 3.027 -1.564
C -2.221 3.858 -1.158
C -3.300 4.080 -1.997
C -3.366 3.483 -3.247
C -2.328 2.661 -3.651
C -1.224 2.422 -2.833
C -0.185 1.506 -3.315
N 0.547 0.664 -2.614
C 1.286 -0.067 -3.515
C 1.023 0.360 -4.777
N 0.088 1.360 -4.638
H -2.172 4.315 -0.181
H -4.103 4.724 -1.658
H -4.218 3.644 -3.894
H -2.396 2.152 -4.607
H 1.911 -0.885 -3.197
H 1.398 0.050 -5.735
H -0.305 1.919 -5.373
C -3.417 -3.754 -3.937
C -2.467 -2.938 -3.068
C -3.133 -2.607 -1.736
C -2.061 -1.655 -3.796
O -1.330 -3.776 -2.857
Si 0.103 -3.422 -2.096
O 0.073 -2.004 -1.407
O 1.301 -3.456 -3.228
C 1.522 -4.341 -4.320
C 0.658 -3.900 -5.499
C 1.200 -5.783 -3.937
C 2.999 -4.206 -4.670
O 0.457 -4.677 -1.102
C -0.111 -5.086 0.141
C 0.993 -5.833 0.879
C -0.578 -3.897 0.974
C -1.279 -6.021 -0.160
H -4.350 -3.212 -4.108
H -3.645 -4.702 -3.447
H -2.955 -3.968 -4.903
H -4.030 -2.003 -1.895
H -2.448 -2.046 -1.101
H -3.423 -3.526 -1.223
H -2.943 -1.044 -4.008
H -1.571 -1.897 -4.742
H -1.366 -1.076 -3.184
H -0.396 -3.959 -5.227
H 0.836 -4.539 -6.368
H 0.894 -2.868 -5.767
H 0.136 -5.893 -3.719
H 1.762 -6.071 -3.048
H 1.459 -6.457 -4.758
H 3.235 -3.159 -4.875
H 3.249 -4.801 -5.552
H 3.614 -4.539 -3.833
H 1.826 -5.158 1.083
H 1.358 -6.660 0.267
H 0.626 -6.230 1.828
H 0.224 -3.169 1.100
H -0.896 -4.238 1.961
H -1.418 -3.387 0.500
H -0.927 -6.891 -0.718
H -2.021 -5.502 -0.769
H -1.754 -6.362 0.762
F -3.138 7.612 5.857
C -3.867 6.851 4.990
F -4.686 6.093 5.754
F -4.682 7.754 4.362
C -3.036 6.060 4.066
C -2.046 6.705 3.298
C -1.271 6.010 2.412
C -1.440 4.597 2.217
C -2.449 3.965 3.016
C -3.216 4.678 3.901
C -0.682 3.889 1.309
C -0.028 3.164 0.524
H -1.891 7.772 3.420
H -0.510 6.523 1.838
H -2.600 2.899 2.906
H -3.969 4.164 4.487